Model one:
Below is a cluster of 2 separate species, C5H15NO2 in total, with properties calculated with ωB97M-V/def2-TZVPD.

Positions of all 23 atoms, in Å:
C1 -0.900 -0.235 1.918
C2 -0.064 0.376 0.795
C3 -0.846 1.591 0.218
O1 -0.034 2.702 -0.172
N1 0.476 -0.516 -0.195
C4 1.551 -1.423 0.263
C5 -0.549 -1.237 -0.986
H1 -1.410 -1.133 1.521
H2 -1.661 0.430 2.350
H3 -0.316 -0.607 2.777
H4 0.831 0.806 1.318
H5 -1.397 2.069 1.028
H6 -1.516 1.363 -0.611
H7 0.390 2.497 -1.010
H8 2.404 -0.797 0.550
H9 1.917 -1.882 -0.669
H10 1.285 -2.049 1.111
H11 -0.709 -2.194 -0.480
H12 -1.522 -0.797 -0.749
H13 -0.346 -1.354 -2.040
O2 1.045 1.106 -2.476
H14 1.034 0.695 -1.583
H15 0.337 0.591 -2.877

Results
- LUMO level: 0.7 eV
- Structure (SMILES): C[C@H](CO)N(C)C.O
- HOMO-LUMO gap: 0.3598 Eh
- HOMO energy: -9.051 eV

---

Model two:
Below is a cluster of 3 separate species, C5H15NO2 in total, with properties calculated with ωB97M-V/def2-TZVPD.

Positions of all 23 atoms, in Å:
C1 2.257 -0.097 -1.132
C2 0.861 -0.539 -0.737
N1 -0.282 0.350 -1.240
C3 -0.213 1.541 -0.480
C4 -1.521 -0.340 -1.091
C5 -1.735 -0.984 0.321
O1 -1.072 -2.119 0.395
H1 2.975 -0.250 -0.331
H2 2.673 -0.716 -1.926
H3 2.223 0.941 -1.452
H4 0.508 -1.557 -0.952
H5 0.795 -0.440 0.342
H6 -1.111 2.167 -0.460
H7 0.575 2.254 -0.712
H8 0.037 1.373 0.625
H9 -1.556 -1.139 -1.836
H10 -2.289 0.396 -1.363
H11 -1.551 -0.293 1.167
H12 -2.835 -1.169 0.380
H13 0.603 1.666 2.740
H14 -0.314 -0.849 2.955
H15 0.269 -1.299 2.811
O2 0.704 1.105 1.976

Results
- LUMO level: -3.5 eV
- HOMO-LUMO gap: 0.1749 Eh
- HOMO energy: -8.294 eV

---

Most favorable structure: model one. The second most favorable one is 170.5 kcal/mol above it.